The following is a quantum chemistry calculation of 17 unconnected molecules or ions with the total composition C25H84N2O17 in a non-equilibrium geometry, from the Open Molecules 2025 dataset.

Summary:
**Energy above the lowest of the compared OMol25 structures with the same formula, charge and spin**: 0.000 eV
**Largest force on an atom**: 7.8 eV/Å
**Gap between HOMO and LUMO**: 9.459 eV

Positions of all 128 atoms, in Å:
C -10.1010 9.4430 -10.4690
C -10.6710 8.8700 -11.7550
O -9.6130 8.4180 -12.5750
H -10.8490 9.8210 -9.8790
H -9.2630 10.1210 -10.7020
H -9.7540 8.5920 -9.9120
H -11.2400 9.6060 -12.3480
H -11.2900 7.9920 -11.5430
H -10.0470 8.0810 -13.3590
C -12.1270 5.7280 -12.8150
C -13.1590 6.7840 -13.1740
O -12.9400 7.2730 -14.4400
H -12.1860 5.5690 -11.7200
H -11.1200 6.1750 -13.0250
H -12.1450 4.7580 -13.2940
H -13.1220 7.6500 -12.5580
H -14.1540 6.3890 -13.1180
H -12.9340 6.5230 -15.0850
C -4.0010 8.6930 -9.9890
C -4.1010 8.7860 -11.4360
O -3.4450 9.9240 -11.8800
H -4.8520 8.2920 -9.4880
H -3.9080 9.6560 -9.5460
H -3.2070 8.0750 -9.5730
H -5.1590 8.7960 -11.7770
H -3.6840 7.8270 -11.8000
H -2.5720 9.8140 -11.5440
C -9.7880 5.6630 -15.2660
C -9.2680 4.4700 -15.9630
O -9.7870 4.2580 -17.2550
H -9.3510 5.9150 -14.2860
H -10.8760 5.7340 -15.1800
H -9.3820 6.4870 -15.8900
H -9.5800 3.6480 -15.3400
H -8.1970 4.5750 -15.9620
H -9.6620 3.3240 -17.5380
C -9.6130 2.3660 -9.1870
C -9.5690 3.3060 -7.9950
O -10.0300 2.5970 -6.9640
H -10.6250 2.0910 -9.4370
H -9.1160 1.3950 -9.1090
H -9.2310 2.8870 -10.0500
H -10.3290 4.0490 -8.2380
H -8.6220 3.6740 -7.6940
H -10.8800 2.9870 -6.8200
C -8.0400 5.7790 -4.8930
C -9.2980 6.0330 -5.5440
O -9.1430 6.4780 -6.8840
H -7.3050 6.6030 -4.9410
H -7.4530 4.9940 -5.4050
H -8.1950 5.4630 -3.8570
H -9.9040 6.7040 -4.9210
H -9.8040 5.1120 -5.5570
H -8.6680 7.3000 -6.7350
C -3.9640 5.4280 -11.2070
C -2.6200 4.8450 -11.5170
O -1.7450 5.8940 -11.9390
H -4.5670 4.5150 -10.9050
H -4.5460 5.7930 -12.1320
H -3.9720 6.1470 -10.3640
H -2.7420 4.1180 -12.3570
H -2.2620 4.3200 -10.6240
H -0.8320 5.5380 -11.9180
C -7.3660 6.9210 -10.4210
C -8.3140 5.7930 -10.6010
O -7.6920 5.0040 -11.5450
H -6.2970 6.5850 -10.3140
H -7.5920 7.4900 -9.5190
H -7.3720 7.6400 -11.2380
H -9.3470 6.0870 -10.9020
H -8.4800 5.2540 -9.6750
H -7.5460 5.3860 -12.4080
C -4.3790 2.0880 -12.5710
O -3.7690 1.8640 -11.3680
N -3.9370 1.7080 -13.7580
N -5.4020 2.9100 -12.6080
H -3.0700 1.1230 -13.7290
H -4.3740 1.8610 -14.6300
H -5.8080 3.4390 -11.8610
H -5.5590 3.3300 -13.4770
C -7.9050 9.2950 -7.3370
O -7.8250 8.7170 -6.0500
H -7.0010 9.1480 -7.9120
H -8.0830 10.3950 -7.3070
H -8.7570 8.9170 -7.8700
H -8.3390 9.2720 -5.5060
C -6.9010 6.9890 -14.0450
O -6.7190 5.5650 -14.1150
H -5.9330 7.4080 -13.7630
H -7.6310 7.3280 -13.3090
H -7.2230 7.3790 -15.0350
H -5.8970 5.4540 -14.5730
C -11.6360 7.6010 -8.2710
O -11.1030 6.5680 -9.0010
H -12.3410 7.2250 -7.4870
H -12.2630 8.2090 -8.8770
H -10.8160 8.1460 -7.8720
H -10.3270 6.2590 -8.5580
C -7.6990 11.4010 -13.0030
O -7.1830 10.0930 -12.9050
H -7.1660 12.1260 -12.3730
H -8.6720 11.3290 -12.5140
H -7.8530 11.6890 -14.0700
H -7.9560 9.5650 -12.6420
C -6.1620 3.0560 -8.9930
O -6.1820 2.7930 -7.5370
H -5.4550 2.3460 -9.4500
H -6.0480 4.0750 -9.3410
H -7.0330 2.7170 -9.5160
H -6.7060 2.0220 -7.2530
C -6.0910 5.8210 -7.3710
O -4.9590 5.9920 -8.2540
H -5.8090 5.2710 -6.4300
H -6.9980 5.4700 -7.9230
H -6.2930 6.8230 -7.0050
H -4.4360 5.1710 -8.1260
C -6.0440 10.9930 -9.9740
O -5.5790 11.6020 -8.7650
H -6.9120 11.5150 -10.3260
H -6.2830 9.9270 -9.7710
H -5.3250 11.2670 -10.7350
H -5.4560 12.5960 -8.9150
C -9.9070 2.9460 -12.5920
O -10.9280 2.4060 -13.3990
H -10.3120 3.4570 -11.7460
H -9.2980 3.7100 -13.1240
H -9.2750 2.1140 -12.2570
H -11.5390 1.8840 -12.8970

Atomic forces in eV per Å
C 1.6480 -1.3616 -2.0420
C -0.5249 0.3111 0.1304
O 0.7362 -0.0436 -0.1756
H -1.7356 1.5974 1.2442
H -0.4691 -0.0229 0.3901
H 0.6806 -0.3502 0.2273
H -0.0965 -0.0878 0.4396
H -0.2181 0.3308 0.2554
H 0.1531 -0.1636 -0.5216
C 1.0759 1.1729 1.5897
C 0.0987 -1.5408 -0.0333
O 0.3679 -0.0623 -2.8608
H 0.1737 -0.1293 -0.3897
H -0.7686 -0.5057 0.3748
H -0.4657 -0.0790 -0.4202
H 0.1742 0.4862 0.9133
H -0.8145 -0.3914 0.3224
H -0.0572 1.0017 0.7795
C 0.1100 -0.4357 2.6044
C -1.2067 -1.9201 -1.0550
O -0.2732 0.6864 -1.2598
H -0.9566 -0.5789 0.1246
H 0.2613 0.9829 0.3155
H 0.4766 -0.0015 -0.4143
H 0.6230 0.4181 0.0985
H 0.0576 0.7103 -0.6272
H 1.2473 0.2832 0.1950
C 0.0579 2.6411 -0.9312
C -0.0947 -1.6784 1.1618
O -0.2755 -0.1769 -0.9317
H -0.0220 -0.9254 -0.2282
H 0.3172 -0.1199 -0.2551
H -0.8477 0.2411 0.2233
H 0.3475 -0.8770 0.2096
H 0.6261 -0.3162 -0.1516
H -0.0397 1.1105 0.6176
C 0.7970 0.2017 -0.9806
C -0.3008 -0.3049 -3.1102
O -1.5821 -1.7290 3.8560
H -0.6787 0.1789 0.1559
H 0.4365 0.3137 0.4649
H 0.3241 -0.0053 -0.4655
H 0.6472 0.9163 -0.1397
H 1.1534 0.8496 -0.5426
H -0.8276 -0.4373 0.9521
C 3.4598 -0.6323 0.8075
C -1.2636 0.6222 -0.3455
O -0.4517 -0.1309 0.1825
H -0.7123 0.0782 0.4241
H -0.7123 -0.1161 0.2986
H 0.1164 0.1114 -0.0538
H -0.1143 0.3095 -0.3758
H -1.0766 -1.2201 -0.3291
H 0.3299 0.3196 -0.2725
C -2.0587 -1.0649 -0.3925
C -0.1676 -0.0205 -0.9411
O 1.0650 -0.3791 0.2615
H 0.6432 1.2496 0.1085
H 1.1106 -0.1197 1.3317
H -0.0018 -0.4039 -0.7627
H 0.2545 0.2653 0.7292
H 0.1984 0.0243 -0.2323
H -0.8148 0.4115 -0.0935
C 1.1557 1.4716 1.2676
C -0.6342 1.1098 -0.4694
O 0.0653 -3.1076 -0.4349
H -1.1642 -0.0391 -0.0042
H -0.0169 0.1955 0.1496
H -0.2047 -0.0492 -0.1781
H 0.6024 0.1703 -0.0491
H 0.4093 -0.5273 0.1433
H -0.0504 0.4651 -0.1764
C 3.0179 0.2162 7.2048
O -2.4715 0.0990 -5.7855
N 3.3064 -2.4229 0.0241
N -1.7805 0.5869 -0.1818
H -1.4139 0.8917 -0.2012
H -0.5587 0.1416 -0.5078
H 0.1756 -0.3060 0.5923
H -0.7024 0.6008 -1.2594
C -0.1743 1.8027 -0.4890
O 0.9833 -0.6059 -0.8250
H 0.2339 -0.2911 0.1524
H 0.3697 -0.5950 0.2169
H -0.3844 -0.4935 -0.5104
H -0.8547 0.7909 1.3422
C 0.6216 0.6481 -0.9194
O -1.0495 0.2102 0.4817
H -0.1900 0.4387 -0.0646
H -0.0360 -0.6474 0.0129
H 0.2603 -0.1205 0.5700
H 0.6264 -0.2299 -0.3115
C -1.2039 -0.6095 1.3826
O -0.5396 -1.0179 -1.8764
H 0.7298 0.2722 -0.0501
H -0.2887 0.6783 -0.8588
H 0.2153 0.9766 0.8370
H 0.8659 -0.3033 0.7548
C -1.1035 -0.0592 0.0754
O 0.2036 -0.4482 0.2003
H 0.4030 -0.1156 -0.7195
H -0.4527 0.6192 -0.2983
H 0.3818 0.1703 0.8444
H 0.4361 -0.2584 -0.2655
C 0.0344 -2.6917 0.3249
O -0.0604 1.0018 -0.8501
H 0.6307 0.8097 0.1879
H 0.4773 0.3004 0.9040
H -1.2566 -0.0745 0.2676
H 0.2166 0.4752 -0.9268
C 0.4801 0.7487 0.3225
O 0.0939 -1.4625 0.8351
H -0.4167 -0.0087 -1.3924
H 0.8375 -0.1414 0.7595
H -0.3088 0.2543 -0.0673
H -0.3046 0.8011 -0.4104
C 0.0801 0.9890 0.3300
O 0.0790 1.7948 0.3650
H -1.1323 0.0028 0.0796
H 0.5408 0.8616 -0.5073
H 0.4278 -1.2146 -0.4871
H -0.2874 -2.3006 0.1914
C 0.6893 -0.2889 -0.1660
O 0.0342 0.7018 -1.4211
H -0.3058 0.3446 0.7273
H -0.5242 -0.8273 -0.0271
H 0.2788 0.4301 0.1038
H -0.2319 -0.3074 0.5860